(1)
ORCA calculation (ωB97M-V/def2-TZVPD) on a molecular structure, C3H7N.

Positions of all 11 atoms, in Å:
1 C -0.03 1.37 -0.24
2 C -0.09 -0.07 0.35
3 C -0.01 -1.38 -0.37
4 N -0.20 -0.16 1.67
5 H -0.49 1.88 0.62
6 H 0.83 1.89 -0.66
7 H -0.84 1.30 -0.98
8 H 0.07 -2.09 0.46
9 H 0.84 0.16 1.14
10 H 0.86 -1.34 -1.07
11 H -0.94 -1.55 -0.91

HOMO-LUMO gap, eV: 8.83
Net charge: 0

(2)
ORCA calculation (ωB97M-V/def2-TZVPD) on a molecular structure, C3H10NOS.

Positions of all 16 atoms, in Å:
1 C -0.63 0.88 0.45
2 C -0.01 -0.40 0.95
3 S 0.81 -1.55 -0.16
4 C -1.66 0.58 -0.73
5 N -3.03 1.19 -0.37
6 H 0.09 1.57 0.02
7 H -1.20 1.49 1.17
8 H -0.80 -0.89 1.56
9 H 0.74 -0.29 1.76
10 H -1.83 -0.50 -0.72
11 H -1.07 0.62 -1.66
12 H -3.50 1.31 -1.26
13 H -2.15 1.79 -0.78
14 H 2.42 0.05 -0.16
15 H 3.56 1.05 -0.47
16 O 3.18 0.49 0.23

Multiplicity: 2
HOMO-LUMO gap (spin up / spin down), eV: 10.53 / 7.11
Net charge: 0

(3)
ORCA calculation (ωB97M-V/def2-TZVPD) on 8 unconnected molecules or ions with the total composition C43H101F3N6O3.

Positions of all 156 atoms, in Å:
1 C -4.63 -1.55 -1.83
2 C -4.34 -1.03 -0.38
3 N -5.58 -1.05 0.44
4 C -6.17 -2.36 0.66
5 C -7.65 -2.15 0.38
6 C -5.47 -0.19 1.63
7 C -5.58 1.30 1.34
8 H -5.61 -1.16 -2.13
9 H -4.55 -2.63 -1.92
10 H -3.90 -1.15 -2.53
11 H -3.47 -1.49 0.08
12 H -4.03 0.02 -0.36
13 H -5.77 -3.06 -0.08
14 H -5.93 -2.71 1.66
15 H -7.83 -1.95 -0.68
16 H -8.24 -3.04 0.54
17 H -7.99 -1.28 0.95
18 H -4.48 -0.29 2.06
19 H -6.15 -0.62 2.38
20 H -5.68 1.97 2.20
21 H -6.57 1.42 0.90
22 H -4.77 1.72 0.75
23 C 2.82 -2.78 -0.32
24 C 2.86 -4.18 -0.97
25 N 2.45 -4.07 -2.39
26 C 2.78 -5.38 -3.17
27 C 4.17 -6.07 -2.87
28 C 1.04 -3.68 -2.58
29 C 0.61 -3.27 -4.02
30 H 1.79 -2.41 -0.25
31 H 3.44 -2.10 -0.91
32 H 3.28 -2.81 0.66
33 H 3.83 -4.63 -0.76
34 H 2.19 -4.87 -0.46
35 H 1.97 -6.04 -2.86
36 H 2.64 -5.27 -4.24
37 H 4.21 -6.95 -3.52
38 H 5.08 -5.48 -3.00
39 H 4.36 -6.39 -1.85
40 H 0.79 -2.82 -1.95
41 H 0.55 -4.57 -2.17
42 H -0.46 -3.18 -3.82
43 H 0.76 -4.12 -4.68
44 H 1.04 -2.32 -4.34
45 C -1.24 2.72 -0.66
46 C 0.04 2.10 -1.18
47 N 0.41 0.94 -0.36
48 C -0.63 -0.10 -0.19
49 C -0.62 -0.54 1.28
50 C 1.74 0.42 -0.62
51 C 1.81 0.11 -2.16
52 H -0.92 3.42 0.11
53 H -2.07 2.11 -0.29
54 H -1.58 3.35 -1.48
55 H -0.07 1.75 -2.20
56 H 0.88 2.79 -1.27
57 H -1.63 0.12 -0.55
58 H -0.43 -0.93 -0.87
59 H -0.77 0.32 1.93
60 H -1.38 -1.24 1.60
61 H 0.38 -0.91 1.52
62 H 1.95 -0.39 0.07
63 H 2.36 1.28 -0.38
64 H 2.20 1.02 -2.63
65 H 0.99 -0.37 -2.70
66 H 2.59 -0.65 -2.23
67 C 1.69 2.12 -5.49
68 C 0.82 3.37 -6.05
69 N 1.52 4.69 -6.16
70 C 1.95 5.26 -4.88
71 C 3.03 6.35 -5.05
72 C 0.79 5.68 -6.98
73 C 0.77 5.48 -8.57
74 H 1.88 2.25 -4.42
75 H 2.58 1.91 -6.07
76 H 1.19 1.16 -5.58
77 H 0.30 3.15 -6.98
78 H -0.04 3.54 -5.40
79 H 2.23 4.40 -4.28
80 H 1.04 5.67 -4.43
81 H 3.16 6.87 -4.10
82 H 2.80 7.24 -5.63
83 H 4.04 6.01 -5.31
84 H -0.23 5.70 -6.60
85 H 1.28 6.64 -6.79
86 H 0.30 4.58 -8.95
87 H 0.35 6.38 -9.03
88 H 1.78 5.42 -8.98
89 C 3.03 1.72 6.35
90 C 3.97 0.46 6.36
91 N 3.95 -0.29 5.14
92 C 4.40 -1.68 5.30
93 C 5.87 -2.00 5.79
94 C 4.56 0.42 3.99
95 C 4.12 -0.27 2.60
96 H 3.47 2.59 5.85
97 H 2.75 2.16 7.30
98 H 2.09 1.69 5.80
99 H 5.00 0.69 6.64
100 H 3.53 -0.14 7.16
101 H 3.72 -1.94 6.11
102 H 3.99 -2.27 4.47
103 H 6.47 -1.10 5.96
104 H 5.80 -2.51 6.75
105 H 6.38 -2.52 4.99
106 H 5.64 0.32 4.16
107 H 4.25 1.46 3.96
108 H 3.04 -0.17 2.53
109 H 4.47 -1.31 2.56
110 H 4.61 0.24 1.76
111 C -1.28 -3.00 7.95
112 C -0.80 -2.67 6.51
113 N -1.48 -1.46 6.00
114 C -2.97 -1.55 5.89
115 C -3.51 -2.49 4.74
116 C -0.81 -0.85 4.87
117 C -1.03 0.70 4.78
118 H -1.98 -2.31 8.42
119 H -0.41 -3.01 8.61
120 H -1.70 -3.99 7.82
121 H 0.28 -2.70 6.32
122 H -1.05 -3.49 5.84
123 H -3.46 -1.73 6.85
124 H -3.42 -0.65 5.48
125 H -3.06 -2.27 3.77
126 H -3.49 -3.56 4.97
127 H -4.57 -2.28 4.60
128 H -1.15 -1.28 3.93
129 H 0.26 -1.04 4.96
130 H -0.23 1.38 4.50
131 H -1.27 1.18 5.73
132 H -1.83 0.87 4.06
133 C -2.45 -2.24 -6.20
134 C -1.65 -1.21 -5.36
135 O -1.89 0.13 -5.81
136 C -2.24 1.13 -4.87
137 O -2.10 1.04 -3.61
138 C -2.94 2.26 -5.59
139 F -2.28 3.40 -5.28
140 F -2.95 2.25 -6.98
141 F -4.14 2.37 -5.13
142 H -2.06 -2.28 -7.22
143 H -3.49 -1.93 -6.19
144 H -2.32 -3.21 -5.73
145 H -0.59 -1.39 -5.57
146 H -1.92 -1.40 -4.32
147 C 1.80 2.64 2.52
148 C 1.77 3.85 3.44
149 O 2.72 4.51 3.69
150 C 0.35 4.24 3.99
151 H 0.85 2.44 2.02
152 H 1.95 1.73 3.10
153 H 2.61 2.86 1.83
154 H 0.08 5.28 3.79
155 H 0.14 4.07 5.04
156 H -0.44 3.55 3.70

Multiplicity: 2
HOMO-LUMO gap (spin up / spin down), eV: 2.74 / 7.38
Net charge: -1

(4)
ORCA calculation (ωB97M-V/def2-TZVPD) on a molecular structure, C14H15AsF6N6OPdS.

Positions of all 45 atoms, in Å:
1 Pd -0.18 -0.03 0.58
2 C -3.96 -1.38 -0.68
3 C -2.52 -0.97 -0.58
4 N -1.93 -0.82 0.61
5 N -2.58 -1.12 1.76
6 C -1.91 -0.90 2.84
7 N -2.53 -1.12 4.05
8 S -0.23 -0.43 2.88
9 C -1.74 -0.63 -1.70
10 C -2.23 -0.63 -3.03
11 C -1.42 -0.20 -4.05
12 C -0.10 0.22 -3.77
13 C 0.33 0.17 -2.47
14 N -0.42 -0.26 -1.46
15 H -4.34 -1.51 0.32
16 H -4.07 -2.31 -1.24
17 H -4.54 -0.60 -1.18
18 H -3.54 -1.07 4.00
19 H -2.13 -0.60 4.81
20 H -3.24 -0.94 -3.22
21 H -1.79 -0.19 -5.07
22 H 0.55 0.58 -4.55
23 H 1.34 0.48 -2.21
24 F -0.27 2.45 1.44
25 As -1.79 3.05 0.76
26 F -1.56 2.10 -0.66
27 F -0.91 4.34 -0.03
28 F -3.29 3.65 0.10
29 F -2.00 4.08 2.16
30 F -2.64 1.78 1.57
31 N 4.10 -3.11 0.25
32 C 4.75 -1.91 0.20
33 O 5.94 -1.85 -0.03
34 C 3.93 -0.70 0.43
35 C 4.58 0.50 0.73
36 C 3.84 1.64 0.92
37 C 2.45 1.58 0.79
38 N 1.82 0.45 0.50
39 C 2.54 -0.67 0.33
40 H 4.70 -3.92 0.24
41 H 3.23 -3.21 0.74
42 H 5.66 0.49 0.81
43 H 4.30 2.59 1.15
44 H 1.84 2.46 0.91
45 H 1.99 -1.56 0.06

Multiplicity: 2
HOMO-LUMO gap (spin up / spin down), eV: 4.51 / 6.52
Net charge: -1

no.,largest force on an atom (Eh/bohr),E_tot (eV)
1,0.050,-4710.4154
2,0.124,-17641.3982
3,0.090,-69458.0743
4,0.028,-117215.1810